# 1
Entry from the OMol25 dataset: a 2-piece molecular cluster, C4H12N3 overall at a distorted geometry (the ωB97M-V functional and the def2-TZVPD basis).

Geometry as XYZ:
```
19
Properties=species:S:1:pos:R:3:forces:R:3
C 1.049 -0.157 1.448 0.27 -0.43 -0.44
C 2.060 0.204 0.472 0.79 4.26 0.38
C -2.009 0.115 -2.045 1.35 0.55 -4.07
C -0.582 -0.182 -1.411 -5.71 3.70 1.42
N 0.740 0.254 2.683 -2.35 -0.89 -0.72
N 0.897 -1.215 2.269 1.08 0.55 -0.45
N -0.900 0.274 -0.030 3.25 0.35 1.97
H 2.342 1.342 0.367 -1.00 -1.85 1.03
H 1.953 0.017 -0.520 -1.54 -1.19 -2.90
H 2.999 -0.246 0.587 1.32 -1.14 1.32
H -2.689 -0.563 -1.711 -1.91 -2.23 1.27
H -2.537 1.113 -1.854 1.63 -1.01 -0.27
H -2.006 -0.123 -3.206 0.07 0.88 2.17
H 0.026 0.496 -1.908 1.95 0.72 -0.45
H -0.324 -1.157 -1.279 0.88 -2.76 -0.70
H 1.466 0.523 3.291 1.32 0.49 0.84
H 0.123 -1.853 2.315 -0.88 0.35 0.11
H -1.718 -0.116 0.401 -0.33 -0.29 -0.18
H -0.889 1.275 0.129 -0.19 -0.08 -0.33
```
Positions in Å, forces in eV/Å.

As for the charge: +1. For the total energy, the calculation gives -323.435951 Ha. The HOMO energy comes out at -13.77 eV. Its energy above the lowest of the compared OMol25 structures with the same formula, charge and spin is 152.06 kcal per mole. Its maximum force is 6.95 eV/Å. The gap between HOMO and LUMO comes out at 8.76 eV.

***

# 2
Entry from the OMol25 dataset: a single C2H5N3O molecule (the ωB97M-V functional and the def2-TZVPD basis).

Geometry as XYZ:
```
11
Properties=species:S:1:pos:R:3:forces:R:3
N 0.619 -0.113 1.620 0.01 -0.05 -0.03
C 0.153 -0.052 0.313 0.14 0.04 0.70
O 0.971 -0.438 -0.848 0.09 -0.02 -0.04
N -0.967 -0.858 -0.221 -0.17 0.02 0.10
C -0.339 -0.025 -1.286 -0.34 0.03 -0.75
N -0.358 1.168 -0.402 0.20 0.09 -0.09
H 1.628 -0.039 1.675 -0.08 0.09 -0.02
H 0.309 -0.963 2.069 0.06 -0.06 -0.02
H -1.841 -0.407 0.065 0.08 -0.05 -0.06
H -0.606 -0.049 -2.342 0.09 0.02 0.18
H 0.431 1.777 -0.645 -0.10 -0.09 0.03
```
Positions in Å, forces in eV/Å.

For the total energy, the calculation gives -318.609602 Ha. The HOMO energy comes out at -9.63 eV. Its energy above the lowest of the compared OMol25 structures with the same formula, charge and spin is 88.41 kcal per mole. Its maximum force is 0.82 eV/Å. The gap between HOMO and LUMO comes out at 10.68 eV.

***

# 3
Entry from the OMol25 dataset: a single C16H17N3O4 molecule at a distorted geometry (the ωB97M-V functional and the def2-TZVPD basis).

Geometry as XYZ:
```
40
Properties=species:S:1:pos:R:3:forces:R:3
C 2.728 5.154 1.068 0.18 -1.05 -3.31
C 1.985 4.008 0.201 6.09 3.98 -0.69
C 2.372 3.398 -1.058 1.38 4.29 2.34
C 1.330 2.569 -1.270 -2.25 -2.80 -1.32
C 0.338 2.712 -0.272 5.34 2.20 -0.12
C -0.663 1.938 0.220 -1.96 2.93 5.22
N -1.051 1.082 -0.489 -1.50 -7.57 -9.11
N -2.077 0.188 -0.577 -0.16 3.85 5.48
C -2.800 0.047 0.569 -0.68 -1.13 2.77
O -2.820 0.652 1.677 0.77 -0.45 -3.39
C -3.574 -1.251 0.511 -9.07 6.30 -1.61
N -2.914 -2.377 0.573 -4.37 0.67 17.25
C -2.498 -2.867 -0.395 9.65 -12.83 -0.57
O -2.288 -2.541 -1.443 -0.35 5.17 -11.78
C -1.446 -4.102 -0.115 0.89 2.85 6.93
O -0.129 -3.956 -0.504 -1.84 -2.88 -3.42
C 0.427 -2.845 -0.317 7.60 3.79 -0.83
C 0.361 -1.953 0.740 -7.27 -7.17 -1.21
C 1.216 -1.014 0.689 3.16 9.79 6.35
C 2.283 -0.652 -0.020 0.78 -0.80 -5.75
C 2.405 -1.464 -1.254 1.03 1.79 4.86
C 1.774 -2.595 -1.187 -6.16 -6.10 -2.81
O 0.915 3.630 0.735 -3.01 -2.51 -1.87
H 3.686 5.517 0.704 0.11 -0.41 -1.23
H 3.086 4.832 1.970 0.04 -1.43 2.72
H 2.234 6.076 1.209 -1.46 0.66 0.10
H 3.160 3.829 -1.796 -1.39 -1.27 1.78
H 1.464 1.816 -2.116 -1.33 1.03 1.29
H -1.199 2.150 1.117 0.07 0.82 1.17
H -2.166 -0.569 -1.199 0.89 -0.72 -1.65
H -4.179 -1.270 -0.514 1.26 0.31 1.60
H -4.562 -1.094 1.221 2.84 -0.79 -1.16
H -2.912 -2.807 1.709 0.62 1.00 -4.95
H -1.183 -4.361 1.013 -1.58 1.10 -0.85
H -1.819 -4.979 -0.295 -1.84 -4.95 -2.60
H -0.569 -2.089 1.425 2.16 0.85 -0.78
H 0.997 -0.292 1.590 0.66 -0.89 -1.44
H 2.919 0.200 -0.291 -0.68 0.49 2.17
H 3.310 -1.334 -1.726 1.51 0.26 -1.99
H 1.858 -3.382 -2.104 -0.10 1.64 2.41
```
Positions in Å, forces in eV/Å.

For the total energy, the calculation gives -1084.642453 Ha. The HOMO energy comes out at -7.71 eV. Its energy above the lowest of the compared OMol25 structures with the same formula, charge and spin is 331.20 kcal per mole. Its maximum force is 17.81 eV/Å. The gap between HOMO and LUMO comes out at 7.71 eV. The SMILES is Cc1ccc(/C=N/NC(=O)CNC(=O)COc2ccccc2)o1.

***

# 4
Entry from the OMol25 dataset: BrClNO3S as an isolated structure at a distorted geometry (the ωB97M-V functional and the def2-TZVPD basis).

Geometry as XYZ:
```
7
Properties=species:S:1:pos:R:3:forces:R:3
N 0.823 0.587 -0.534 3.22 -3.77 -1.65
O -1.386 0.528 -0.471 -1.50 -0.24 -0.29
O -0.361 -0.315 1.607 0.07 0.54 -1.22
O -0.279 -1.686 -0.372 0.14 0.69 -0.47
S -0.417 -0.343 0.144 -0.93 -2.35 2.41
Cl 0.736 2.047 -0.003 0.64 4.51 1.50
Br 2.866 -0.276 -0.021 -1.65 0.63 -0.27
```
Positions in Å, forces in eV/Å.

As for the charge: -1. For the total energy, the calculation gives -3712.854703 Ha. The HOMO energy comes out at -5.73 eV. Its energy above the lowest of the compared OMol25 structures with the same formula, charge and spin is 0.00 kcal per mole. Its maximum force is 5.23 eV/Å. The gap between HOMO and LUMO comes out at 7.70 eV.